A 13-piece molecular cluster, C46H118BN14O20 overall, computed with ωB97M-V/def2-TZVPD.

HOMO = -7.1 eV
total charge = -1
calculated total energy = -112107.1583 eV

CARTESIAN COORDINATES (ANGSTROEM)
O -2.641 -0.582 -2.908
C -2.072 -0.218 -2.016
O -0.927 -0.670 -1.615
B -0.406 0.182 -0.509
O -1.408 1.228 -0.350
C -2.409 1.018 -1.154
O -3.343 1.702 -1.265
O 0.919 0.730 -0.819
C 1.790 0.328 0.053
O 2.876 0.704 0.191
C 1.077 -0.632 1.020
O -0.195 -0.707 0.697
O 1.690 -1.163 1.880
C -2.569 -4.956 -0.096
C -1.290 -5.681 -0.571
C -1.345 -5.719 -2.092
O -0.384 -6.526 -2.687
C -0.414 -7.930 -2.374
N -0.128 -4.922 -0.077
H -2.699 -4.848 0.981
H -3.467 -5.401 -0.526
H -2.496 -3.926 -0.485
H -1.282 -6.693 -0.158
H -1.172 -4.719 -2.501
H -2.389 -5.921 -2.409
H -1.162 -8.402 -3.050
H -0.758 -8.129 -1.360
H 0.542 -8.371 -2.622
H 0.723 -5.226 -0.568
H -0.220 -3.945 -0.383
C -0.730 0.318 6.347
C -0.831 -0.080 4.865
C -1.018 1.036 3.933
O -0.064 2.059 4.159
C 0.144 2.924 3.046
N 0.441 -0.863 4.542
H -0.795 -0.580 6.957
H -1.572 0.971 6.606
H 0.204 0.837 6.560
H -1.648 -0.811 4.802
H -1.998 1.526 4.126
H -1.076 0.668 2.895
H 0.398 2.356 2.128
H 1.070 3.473 3.266
H -0.671 3.634 2.851
H 0.663 -0.820 3.518
H 1.196 -0.252 4.885
C 0.423 2.423 -4.790
C 1.146 1.244 -5.458
C 2.341 1.617 -6.241
O 1.956 2.366 -7.345
C 3.073 2.976 -7.957
N 1.609 0.253 -4.387
H -0.464 2.100 -4.238
H 0.184 3.133 -5.599
H 1.045 2.958 -4.060
H 0.512 0.693 -6.164
H 2.963 0.745 -6.481
H 2.980 2.247 -5.583
H 2.720 3.548 -8.807
H 3.810 2.221 -8.252
H 3.533 3.673 -7.236
H 2.299 0.777 -3.824
H 0.799 0.249 -3.751
C 7.470 -3.828 -0.423
C 8.253 -2.842 0.417
C 7.954 -1.443 0.080
O 6.645 -1.170 0.408
C 6.392 0.179 0.423
N 7.960 -3.039 1.882
H 7.725 -4.837 -0.088
H 7.714 -3.801 -1.494
H 6.397 -3.660 -0.323
H 9.318 -3.051 0.254
H 8.177 -1.337 -1.002
H 8.725 -0.829 0.573
H 6.893 0.630 -0.450
H 6.861 0.693 1.274
H 5.338 0.403 0.388
H 7.055 -2.561 2.042
H 7.728 -4.013 2.072
C 5.042 2.576 7.332
C 4.546 1.199 7.365
C 4.608 0.437 6.049
O 3.854 1.068 5.046
C 3.682 0.206 3.931
N 5.242 0.465 8.439
H 6.120 2.704 7.209
H 4.729 3.099 8.239
H 4.559 3.143 6.526
H 3.471 1.265 7.591
H 4.255 -0.593 6.207
H 5.663 0.390 5.696
H 3.209 -0.753 4.173
H 4.648 0.094 3.426
H 2.962 0.667 3.248
H 4.967 -0.524 8.457
H 6.234 0.388 8.171
C -3.917 -0.649 2.536
C -5.171 -1.502 2.278
C -4.830 -2.975 2.511
O -5.941 -3.830 2.205
C -5.578 -5.192 2.156
N -6.260 -1.005 3.138
H -3.470 -0.962 3.496
H -4.139 0.411 2.516
H -3.081 -0.888 1.861
H -5.487 -1.319 1.242
H -4.602 -3.046 3.605
H -3.897 -3.300 2.021
H -5.580 -5.603 3.179
H -4.613 -5.375 1.677
H -6.348 -5.745 1.610
H -7.140 -1.485 2.979
H -6.034 -1.130 4.127
C -3.045 4.390 -4.564
C -4.494 4.379 -4.144
C -5.332 4.663 -5.329
O -6.706 4.774 -5.007
C -7.072 6.082 -4.707
N -4.822 3.023 -3.657
H -2.630 5.360 -4.873
H -2.748 3.582 -5.236
H -2.446 4.166 -3.661
H -4.621 5.043 -3.291
H -5.226 3.902 -6.099
H -5.034 5.637 -5.746
H -6.844 6.760 -5.536
H -6.640 6.374 -3.745
H -8.158 6.083 -4.592
H -4.565 2.384 -4.415
H -4.253 2.713 -2.862
C 4.976 2.395 -3.297
C 4.634 3.552 -2.398
C 4.959 4.872 -3.050
O 6.363 4.915 -3.261
C 6.838 6.207 -3.401
N 3.154 3.508 -2.162
H 4.652 2.508 -4.331
H 4.627 1.417 -2.927
H 6.059 2.178 -3.321
H 5.160 3.469 -1.436
H 4.676 5.664 -2.337
H 4.406 4.962 -3.990
H 6.839 6.809 -2.466
H 6.357 6.880 -4.138
H 7.892 6.168 -3.706
H 2.947 4.309 -1.557
H 2.895 2.663 -1.656
C -7.114 -3.777 -1.364
C -6.477 -5.068 -1.757
C -6.341 -5.231 -3.224
O -7.621 -5.178 -3.774
C -7.657 -4.555 -5.056
N -5.195 -5.276 -1.104
H -6.966 -3.664 -0.278
H -8.187 -3.702 -1.513
H -6.568 -2.927 -1.786
H -7.092 -5.907 -1.403
H -5.968 -6.229 -3.462
H -5.684 -4.420 -3.568
H -7.278 -3.524 -5.112
H -8.709 -4.431 -5.330
H -7.075 -5.170 -5.769
H -5.334 -5.244 -0.108
H -4.603 -4.502 -1.422
C -2.792 4.552 -0.128
C -2.818 5.343 1.145
C -1.535 6.136 1.308
O -1.724 7.119 2.243
C -0.548 7.853 2.546
N -4.000 6.219 1.214
H -3.704 3.955 -0.142
H -1.912 3.909 -0.214
H -2.797 5.072 -1.101
H -2.842 4.650 1.992
H -1.283 6.612 0.347
H -0.710 5.529 1.705
H -0.239 8.485 1.696
H 0.277 7.182 2.849
H -0.766 8.494 3.400
H -4.121 6.780 0.365
H -3.783 6.964 1.895
C -0.092 -4.931 3.770
O -0.043 -5.218 4.959
N -0.354 -5.895 2.766
N 0.104 -3.591 3.277
H -0.184 -5.686 1.772
H -0.706 -6.787 3.027
H 0.110 -2.741 3.854
H -0.095 -3.401 2.310
C 4.255 -3.407 3.002
O 5.383 -3.128 3.575
N 3.151 -4.088 3.672
N 3.998 -2.992 1.661
H 3.274 -4.315 4.634
H 2.221 -3.824 3.374
H 4.771 -2.563 1.187
H 3.182 -3.229 1.155